w:
Computed, not measured: a structure of composition C7H10N, with ωB97M-V/def2-TZVPD.

Geometry as XYZ:
```
18
Properties=species:S:1:pos:R:3
C -0.06644 -1.43300 0.32773
C -1.14791 -0.40547 0.21195
C 0.24720 -0.84936 -1.00960
C -0.11115 0.51199 -0.18758
C -2.58964 -0.43915 0.34810
C 0.05625 1.88094 -0.70403
C 2.59195 -0.47682 0.34634
N 0.93108 -0.39314 0.25617
H -0.11062 -2.46860 0.51480
H -2.93704 -0.96561 1.22395
H -2.91686 -0.90875 -0.53814
H -2.81719 0.69745 0.30008
H 1.03358 2.20381 -1.14166
H -0.08489 2.67058 0.12505
H -0.77868 1.97314 -1.30581
H 2.89675 0.09517 -0.41302
H 2.94898 -0.15523 1.39680
H 2.85466 -1.53797 0.24886
```

Properties
Total charge = +1
HOMO-LUMO gap = 10.683 eV
Lowest unoccupied orbital energy = -3.76 eV
HOMO energy = -14.4482 eV

These are the Mulliken partial charges, in e, on atoms 1 to 8: C 0.20; C 0.41; C -0.94; C 0.91; C -1.08; C -1.30; C -0.63; N -0.05

---

x:
Computed, not measured: a cluster of 2 separate species, C7H10N in total, with ωB97M-V/def2-TZVPD.

Geometry as XYZ:
```
18
Properties=species:S:1:pos:R:3
C 3.21806 0.04839 0.03570
C 3.98596 -0.74788 -0.59644
C 2.90399 1.40630 0.71070
C -1.39593 0.54675 0.43639
C 0.66548 0.08327 0.11662
C -2.15254 -0.38538 -0.37710
C 0.67974 -1.20811 -0.58522
N 1.83481 0.51841 0.32052
H 3.06368 1.55608 1.69847
H 3.06243 2.28076 0.08600
H -1.36726 0.29033 1.50050
H -1.12578 1.59460 0.18613
H -3.24350 -0.21306 -0.00560
H -2.04465 -1.45985 -0.28759
H -2.30277 -0.09866 -1.45646
H 1.53006 -1.36861 -1.17316
H -0.18442 -1.31268 -1.10289
H 0.71677 -2.08455 0.16469
```

Properties
Total charge = +1
HOMO-LUMO gap (alpha / beta) = 9.068 / 9.069 eV
Lowest unoccupied orbital energy (alpha / beta) = -5.70 / -5.70 eV
HOMO energy (alpha / beta) = -14.7718 / -14.7724 eV

These are the Mulliken partial charges, in e, on atoms 1 to 8: C 0.16; C -0.50; C -0.10; C -0.15; C 0.50; C -1.11; C -1.35; N 0.11

---

It is w that is the most stable of them.

---

w:
Computed, not measured: the ion C3H7N2S with charge +1, with ωB97M-V/def2-TZVPD.

Geometry as XYZ:
```
13
Properties=species:S:1:pos:R:3
C 1.15639 -0.44938 -1.47266
C 1.66212 0.42680 -0.02423
S 3.05877 1.14108 0.34202
N 0.55032 0.64607 0.77337
C -0.52411 -0.07427 0.88120
N -1.63440 0.44833 1.39833
H 1.90519 -0.29266 -2.20829
H 1.46011 -1.50942 -1.20058
H 0.20545 -0.01379 -1.87786
H 0.41397 1.67537 1.01139
H -0.57526 -1.14271 0.54353
H -2.48095 0.04221 1.57901
H -1.60385 1.40622 1.86193
```

Properties
SMILES = CC(=S)/[NH+]=C/N
Total charge = +1
HOMO-LUMO gap = 8.142 eV
Lowest unoccupied orbital energy = -5.04 eV
HOMO energy = -13.1811 eV

These are the Mulliken partial charges, in e, on atoms 1 to 8: C -1.11; C 0.22; S -0.15; N -0.17; C 0.28; N -0.32; H 0.36; H 0.39

---

x:
Computed, not measured: the ion C3H7N2S with charge +1, with ωB97M-V/def2-TZVPD.

Geometry as XYZ:
```
13
Properties=species:S:1:pos:R:3
C -1.43490 -0.47687 0.07987
C -0.72758 1.16653 1.55674
C 0.41180 0.17936 -0.83533
N -1.58776 0.33677 0.98740
N 1.37955 -1.06374 -0.93340
S 0.72511 1.43116 0.17910
H -2.30905 -1.04479 -0.20907
H -1.17062 2.26100 1.54290
H -0.30939 0.77018 2.52552
H 0.05120 0.49565 -1.85585
H 2.06773 -0.87303 -1.68442
H 0.94162 -1.93635 -1.33348
H 1.96230 -1.24587 -0.01997
```

Properties
Total charge = +1
HOMO-LUMO gap = 9.532 eV
Lowest unoccupied orbital energy = -4.06 eV
HOMO energy = -13.5950 eV

These are the Mulliken partial charges, in e, on atoms 1 to 8: C -0.16; C -0.29; C -0.41; N -0.16; N -0.39; S -0.12; H 0.38; H 0.31

---

y:
Computed, not measured: a cluster of 3 separate species, C3H7N2S in total, with ωB97M-V/def2-TZVPD.

Geometry as XYZ:
```
13
Properties=species:S:1:pos:R:3
C 4.08745 -0.65787 0.90283
C 5.02108 0.10975 1.05155
C 1.07240 -0.87209 -1.65290
N 0.21185 -1.22525 -0.93941
N -2.97366 0.23643 0.76917
S -0.92770 -1.83301 -0.11839
H 3.25283 -1.23759 0.90082
H 5.90464 0.79742 1.16049
H 1.57180 0.00148 -2.07197
H -2.35622 -0.56890 0.44177
H -3.93311 0.08026 0.42310
H -2.57401 1.27065 0.65206
H -3.09470 0.18124 1.83139
```

Properties
Total charge = +1
HOMO-LUMO gap = 8.792 eV
Lowest unoccupied orbital energy = -4.14 eV
HOMO energy = -12.9353 eV

These are the Mulliken partial charges, in e, on atoms 1 to 8: C -0.43; C -0.37; C -0.01; N 0.05; N -0.47; S -0.24; H 0.45; H 0.35

---

It is w that is the most stable of them.